(1)
Below is a molecular structure, C33H25BaF6N3O3S, with properties calculated with ωB97M-V/def2-TZVPD.

Last column: Löwdin charge in e.
Element x y z (Å)
Ba 0.4690 -0.5024 0.0696  2.063
O 2.6887 -0.4482 -0.9734  -0.310
C 3.8281 -0.9194 -0.6931  -0.413
C 4.7452 -1.3296 -1.7200  -0.036
C 5.9602 -1.8990 -1.4346  -0.140
C 6.3926 -2.0864 -0.1099  -0.156
C 5.5594 -1.6568 0.9038  -0.099
C 4.3134 -1.0735 0.6600  -0.145
C 3.5742 -0.5447 1.8027  -0.122
N 2.4556 0.0481 1.7247  -0.113
C 1.8603 0.6579 2.8959  -0.234
C 1.3418 2.0495 2.5003  -0.223
N 0.1667 1.8864 1.6557  -0.034
C -0.9052 2.4838 1.9853  -0.128
C -2.2105 2.3208 1.3466  -0.147
C -3.1920 3.2797 1.6110  -0.092
C -4.4737 3.1846 1.1070  -0.148
C -4.7929 2.0578 0.3318  -0.128
C -3.8653 1.0783 0.0742  -0.022
C -2.5200 1.1656 0.5497  -0.395
O -1.6650 0.2585 0.3046  -0.398
H 4.4131 -1.1958 -2.7427  0.100
H 6.6022 -2.2125 -2.2533  0.082
H 7.3482 -2.5467 0.1074  0.069
H 5.8732 -1.7634 1.9400  0.093
H 4.0797 -0.6405 2.7794  0.116
H 2.5522 0.7177 3.7509  0.109
H 0.9997 0.0602 3.2002  0.088
H 2.1275 2.5460 1.9226  0.111
H 1.1297 2.6548 3.3960  0.100
H -0.8931 3.1825 2.8405  0.113
H -2.9197 4.1298 2.2327  0.094
H -5.2117 3.9503 1.3093  0.072
H -5.7972 1.9532 -0.0680  0.085
H -4.1128 0.2069 -0.5205  0.108
S -1.9139 1.6156 -4.2787  1.053
C -1.3386 3.0036 -3.4266  -0.489
C -1.5696 4.3549 -3.6639  -0.115
C -0.9954 5.2811 -2.8095  -0.122
C -0.2040 4.8637 -1.7331  -0.100
C 0.0277 3.5218 -1.4985  -0.007
C -0.5416 2.5811 -2.3558  -0.299
N -0.3908 1.2156 -2.2253  0.060
C -1.0341 0.5617 -3.1333  -0.480
C -1.1031 -0.9103 -3.2840  -0.295
C -1.7173 -1.4149 -4.4407  -0.120
C -1.8180 -2.7795 -4.6313  -0.142
C -1.2952 -3.6266 -3.6533  -0.136
C -0.6901 -3.0931 -2.5234  -0.163
C -0.5533 -1.7107 -2.2578  -0.169
H -2.1902 4.6753 -4.4915  0.093
H -1.1686 6.3381 -2.9720  0.085
H 0.2259 5.6025 -1.0675  0.091
H 0.6183 3.1772 -0.6602  0.103
H -2.1141 -0.7498 -5.2044  0.054
H -2.2895 -3.1783 -5.5229  0.077
H -1.3648 -4.7040 -3.7840  0.079
H -0.3001 -3.8040 -1.7952  0.066
C -2.1051 -2.4134 2.2423  0.012
C -0.6162 -2.7071 2.4965  -0.513
O 0.2145 -1.9692 1.7366  -0.487
C -0.3313 -2.4489 4.0016  -0.534
F -0.6773 -1.1820 4.3335  0.121
F -1.0260 -3.2552 4.8494  0.112
F 0.9673 -2.5858 4.3252  0.137
C -0.3719 -4.2124 2.2002  -0.539
F -1.1972 -5.0568 2.8826  0.105
F 0.8844 -4.6059 2.4854  0.139
F -0.5774 -4.4649 0.8957  0.137
H -2.2794 -1.3521 2.4063  0.084
H -2.7667 -3.0062 2.8770  0.085
H -2.3189 -2.6147 1.1937  0.097

Largest force on an atom, eV Å⁻¹: 3.35
Highest occupied orbital energy, eV: -1.57
Molar mass, g mol⁻¹: 794.96
HOMO-LUMO gap, eV: 5.76
DFT total energy, eV: -73077.5264
Net charge: -2
Energy relative to the best compared isomer or geometry (same formula, charge and spin), kJ/mol: 158.26

(2)
Below is a molecular structure, C33H25F5N4O7PbS4SeTe, with properties calculated with ωB97M-V/def2-TZVPD.

Last column: Löwdin charge in e.
Element x y z (Å)
Pb 1.0716 0.8403 2.0248  1.481
Se -5.4387 -3.6686 3.7304  1.143
N -4.2755 -2.7563 4.7131  -0.222
C -3.4221 -2.2162 3.8862  -0.333
C -2.3186 -1.3574 4.3104  -0.074
C -2.1068 -1.0213 5.6493  0.033
C -1.0656 -0.1892 5.9772  0.007
C -0.2670 0.3121 4.9554  -0.099
N -0.4701 0.0071 3.6812  0.015
C -1.4621 -0.8390 3.3443  -0.123
C -1.6238 -1.1970 1.9209  -0.142
N -0.6954 -0.7548 1.0622  -0.004
C -0.8364 -0.9885 -0.2332  -0.123
C -1.9209 -1.6885 -0.7524  -0.007
C -2.8593 -2.1867 0.1213  0.027
C -2.7107 -1.9541 1.4891  -0.077
C -3.6356 -2.4874 2.4854  -0.336
N -4.6604 -3.2412 2.1925  -0.222
H -2.7698 -1.4317 6.3997  0.125
H -0.8604 0.0904 7.0001  0.125
H 0.5586 0.9766 5.1722  0.093
H -0.0529 -0.6133 -0.8828  0.098
H -2.0063 -1.8362 -1.8198  0.115
H -3.7131 -2.7563 -0.2220  0.124
O 6.0274 -3.5642 2.9595  0.179
C 4.9526 -3.1111 2.7045  -0.225
C 3.9300 -2.5362 3.6954  -0.238
O 3.7846 -2.8349 4.8460  0.166
C 3.0568 -1.6069 2.8823  -0.305
C 3.3062 -1.9017 1.5550  -0.110
O 2.5739 -1.2202 0.5912  -0.026
C 4.3670 -2.8489 1.3072  -0.289
O 4.7411 -3.3310 0.2633  0.119
O 2.2350 -0.7913 3.3843  -0.137
C -3.0913 3.5345 -1.9215  -0.527
C -1.7925 3.7272 -2.7290  -0.529
S -0.5112 2.4490 -2.5142  0.821
C 0.5728 3.1787 -1.2507  -0.535
C -0.1336 3.6657 0.0073  -0.508
S -1.2339 2.3930 0.6928  0.792
C -2.3602 3.4169 1.6783  -0.497
C -3.6102 3.8096 0.8949  -0.533
S -3.3536 4.7890 -0.6156  0.865
H -3.1050 2.5529 -1.4537  0.042
H -3.9488 3.6113 -2.5883  0.062
H -1.3378 4.6988 -2.5317  0.070
H -2.0194 3.6902 -3.7939  0.063
H 1.1128 4.0136 -1.6971  0.083
H 1.2993 2.3916 -1.0355  0.057
H -0.7595 4.5236 -0.2263  0.041
H 0.5802 3.9490 0.7838  0.067
H -1.8122 4.2851 2.0369  0.065
H -2.6425 2.8164 2.5450  0.071
H -4.2304 4.4501 1.5248  0.073
H -4.2012 2.9320 0.6308  0.075
C 2.5010 -2.4117 -9.7688  -0.076
C 2.3396 -2.2292 -8.2802  -0.741
O 2.6262 -1.2286 -7.6893  0.044
S 1.6776 -3.6989 -7.4798  1.006
C 1.8076 -3.2134 -5.7818  -0.543
C 0.8562 -2.3747 -5.2163  -0.084
C 0.9872 -1.9748 -3.8976  -0.026
C 2.0668 -2.4127 -3.1312  -0.219
C 3.0103 -3.2684 -3.7005  -0.009
C 2.8799 -3.6655 -5.0206  -0.079
C 2.2183 -1.9939 -1.7623  0.058
C 2.4458 -1.6837 -0.6293  -0.080
H 3.5644 -2.5377 -9.9769  0.091
H 2.1565 -1.5158 -10.2823  0.088
H 1.9659 -3.2876 -10.1320  0.062
H 0.0193 -2.0338 -5.8113  0.112
H 0.2572 -1.3061 -3.4583  0.102
H 3.8402 -3.6125 -3.0975  0.125
H 3.6119 -4.3258 -5.4665  0.109
F 1.1857 2.9186 5.8674  -0.366
Te 0.6639 4.0355 4.4737  1.744
F 2.2480 4.9818 4.5411  -0.351
F -0.0194 5.3051 3.2907  -0.364
F 0.0805 5.1685 5.8143  -0.347
F -1.0476 3.2809 4.5810  -0.369
O 1.2019 2.9095 3.1827  -0.764

Largest force on an atom, eV Å⁻¹: 0.44
Highest occupied orbital energy, eV: -8.50
Molar mass, g mol⁻¹: 1226.60
HOMO-LUMO gap, eV: 6.89
DFT total energy, eV: -189734.4550
Energy relative to the best compared isomer or geometry (same formula, charge and spin), kJ/mol: 26.69

(3)
Below is a molecular structure, C33H25N4O5Pt, with properties calculated with ωB97M-V/def2-TZVPD.

Last column: Löwdin charge in e.
Element x y z (Å)
Pt 0.0853 -0.4562 -1.0831  1.478
C -0.5146 -2.7590 2.7457  0.007
C -0.4417 -2.3432 1.3147  -0.248
N 0.4982 -1.5770 0.8684  -0.037
N 1.4526 -1.0602 1.6008  0.098
C 2.2216 -0.2417 0.9121  -0.392
O 2.1233 -0.1428 -0.3682  -0.097
C 3.1777 0.5935 1.6432  -0.147
C 3.4109 0.4113 3.0062  -0.016
C 4.3123 1.2283 3.6624  -0.063
C 4.9793 2.2323 2.9705  -0.061
C 4.7482 2.4170 1.6140  -0.062
C 3.8528 1.5996 0.9494  -0.014
C -1.4038 -2.7693 0.3249  -0.210
C -2.4433 -3.6518 0.6103  0.026
C -3.3549 -3.9727 -0.3772  -0.010
C -3.1863 -3.4470 -1.6499  -0.005
C -2.1089 -2.6115 -1.8778  -0.113
N -1.2578 -2.2627 -0.9189  -0.007
H 0.2394 -2.2240 3.3152  0.076
H -0.3364 -3.8326 2.8369  0.102
H -1.5042 -2.5468 3.1541  0.098
H 2.8858 -0.3715 3.5347  0.112
H 4.4995 1.0819 4.7174  0.110
H 5.6759 2.8755 3.4912  0.110
H 5.2691 3.1946 1.0723  0.110
H 3.6602 1.7268 -0.1074  0.116
H -2.5264 -4.0672 1.6035  0.121
H -4.1902 -4.6244 -0.1618  0.124
H -3.8863 -3.6536 -2.4446  0.125
H -1.9424 -2.1777 -2.8549  0.120
C 1.2526 -1.7926 -5.1532  -0.022
C 1.5923 -0.5901 -5.7615  -0.013
C 1.5326 0.5829 -5.0335  0.031
C 1.1270 0.5484 -3.7022  -0.187
N 0.8161 -0.6285 -3.1385  0.018
C 0.8736 -1.7640 -3.8274  -0.090
C 0.9981 1.7114 -2.8347  -0.169
C 1.3034 3.0141 -3.2294  -0.002
C 1.1391 4.0674 -2.3487  -0.051
C 0.6998 3.8350 -1.0543  -0.039
C 0.4113 2.5387 -0.6412  -0.062
C 0.5386 1.5054 -1.5376  -0.178
H 1.2853 -2.7279 -5.6907  0.120
H 1.9011 -0.5679 -6.7975  0.125
H 1.7931 1.5231 -5.4941  0.118
H 0.6131 -2.6721 -3.2984  0.121
H 1.6705 3.2082 -4.2274  0.113
H 1.3557 5.0756 -2.6736  0.115
H 0.5806 4.6528 -0.3576  0.118
H 0.1043 2.3727 0.3837  0.112
O -4.2421 0.0073 -1.6244  0.078
C -3.1407 0.2064 -1.1413  -0.592
O -2.0167 0.2047 -1.7683  -0.118
C -3.0887 0.4550 0.3794  -0.121
C -4.2609 0.6021 1.1017  -0.002
C -4.2342 0.7460 2.4913  0.037
C -3.0047 0.7249 3.1087  -0.198
O -2.6987 0.8106 4.4363  0.047
C -1.2840 0.7383 4.5357  -0.126
O -0.7489 0.6369 3.2184  0.015
C -1.8268 0.6028 2.3763  -0.201
C -1.8551 0.4736 1.0127  -0.004
H -5.2001 0.6011 0.5683  0.124
H -5.1423 0.8587 3.0665  0.126
H -0.9991 -0.1469 5.1151  0.137
H -0.8964 1.6349 5.0263  0.143
H -0.9439 0.3828 0.4111  0.026

Largest force on an atom, eV Å⁻¹: 2.63
Highest occupied orbital energy (alpha / beta), eV: -10.43 / -10.43
Molar mass, g mol⁻¹: 752.66
HOMO-LUMO gap (alpha / beta), eV: 4.89 / 4.89
DFT total energy, eV: -54062.1674
Net charge: +1
Energy relative to the best compared isomer or geometry (same formula, charge and spin), kJ/mol: 205.17